Record 1
C36H57BBr2IO17S as an isolated structure at a distorted geometry, computed with ωB97M-V/def2-TZVPD.

XYZ file:
```
115
Properties=species:S:1:pos:R:3:forces:R:3:mulliken_charge:R:1
C 5.2702 2.1744 -3.5577 -0.1395 0.3641 0.2255 -0.85
B 3.8165 1.6021 -3.5896 1.1136 -1.5510 -0.3098 0.37
O 3.6231 0.2342 -3.5205 -0.3335 1.4610 0.7940 -0.10
S 2.2754 2.7508 -3.7624 -2.0519 -0.8177 1.7270 -0.06
I 1.1744 2.0433 -5.7706 0.2123 -0.2744 0.3758 0.13
C 1.2438 2.4125 -2.2423 -0.7389 -0.3776 0.2622 0.41
Br 1.2364 4.1495 -1.3033 0.6257 -0.3046 -0.5567 -0.03
C -0.2205 1.9708 -2.5088 -0.4300 -0.7794 0.8274 -0.47
C -0.3790 0.4795 -2.9371 0.3279 0.6660 -1.1954 -0.40
Br -1.2059 2.1433 -0.7900 0.0616 -0.1393 -0.3572 -0.07
H 5.4212 2.9776 -2.8112 -0.2361 -0.1511 -0.3796 0.35
H 5.5601 2.6025 -4.5345 -0.1020 -0.1216 0.3134 0.32
H 5.9510 1.3512 -3.2908 -0.2192 0.2795 -0.2786 0.29
H 3.4317 0.0492 -2.5805 -0.2502 -0.7363 -0.3171 0.17
H 1.7991 1.7269 -1.5865 -0.4616 0.0600 -0.1421 -0.05
H -0.7599 2.6456 -3.1893 0.5043 -0.0732 0.2595 0.59
H 0.6169 0.0673 -3.1710 -0.4389 -0.1462 0.3669 -0.29
H -0.9387 -0.1359 -2.2276 0.4829 0.2319 -0.0113 0.21
H -0.9422 0.4619 -3.8880 0.1240 -0.0340 0.4363 0.32
O 1.5087 -1.8448 -1.8650 0.0935 -0.1474 0.2646 -0.17
C 1.8304 -2.6907 -2.6589 0.1927 0.1957 -0.0606 0.14
O 2.0393 -3.9775 -2.3285 -0.1266 0.2575 0.0263 -0.39
C 2.5192 -4.7048 -3.4781 0.0824 -0.2882 -0.2689 -0.49
C 2.0645 -3.8919 -4.6776 -0.0332 0.0475 -0.2085 -0.64
C 2.0997 -2.4719 -4.1276 -0.2155 -0.5327 -0.3466 -0.07
H 3.6066 -4.7780 -3.4116 -0.0222 0.0452 0.0510 0.27
H 2.0993 -5.7078 -3.4752 -0.0243 0.0518 0.2539 0.35
H 2.6838 -4.0416 -5.5601 0.0439 -0.0375 0.0734 0.35
H 1.0387 -4.1580 -4.9397 0.0382 -0.0331 0.0145 0.31
H 3.0821 -2.0131 -4.2396 -0.0628 0.0900 -0.0043 0.21
H 1.3324 -1.8453 -4.5773 0.1519 0.2480 0.1379 0.20
O 1.3914 1.7562 3.3239 0.2861 0.2037 -0.2055 -0.60
C 1.6488 0.7606 2.7125 -0.4969 0.1050 0.3030 0.28
O 2.2539 0.7729 1.4947 0.0981 0.1625 0.1146 -0.35
C 2.3212 -0.5663 0.9770 -0.0629 -0.2838 -0.1922 0.37
C 2.2178 -1.4724 2.1907 -0.0455 -0.2616 0.0967 -0.91
C 1.3286 -0.6579 3.1218 0.5657 -0.2763 -0.1962 0.33
H 1.4947 -0.7074 0.2786 0.0179 -0.0210 0.0218 -0.21
H 3.2617 -0.7046 0.4430 -0.0038 0.2005 -0.0155 0.32
H 1.8254 -2.4613 1.9584 0.0093 0.0406 -0.0704 0.40
H 3.2029 -1.6011 2.6431 -0.0274 -0.0190 -0.0204 0.38
H 0.2702 -0.8461 2.9410 -0.0336 0.1258 0.1297 -0.01
H 1.5753 -0.8300 4.1663 -0.2582 0.1268 0.0527 0.11
O -4.8554 0.2711 -3.2567 0.2660 0.2580 -0.1292 -0.63
C -5.2314 1.1501 -2.5339 -0.0552 -0.5589 0.1755 0.50
O -4.5705 2.3277 -2.3948 -0.0371 -0.0706 -0.1240 -0.31
C -5.2070 3.1229 -1.3789 -0.0782 0.2280 0.2118 -0.36
C -6.6274 2.5929 -1.2890 -0.2398 -0.0383 0.0865 -0.61
C -6.4404 1.1188 -1.6282 -0.2136 0.5337 -0.0172 -0.12
H -4.6569 2.9962 -0.4436 0.0033 -0.0564 -0.0282 0.22
H -5.1756 4.1722 -1.6671 0.1785 -0.0712 -0.1266 0.33
H -7.0910 2.7678 -0.3196 0.0929 0.0181 0.0109 0.34
H -7.2499 3.0692 -2.0496 0.0344 0.0310 0.0312 0.28
H -6.2032 0.5227 -0.7455 0.0459 -0.0921 -0.0960 0.07
H -7.3034 0.7076 -2.1459 0.1405 -0.2446 0.0128 0.33
O 6.9628 5.4945 3.6486 0.0483 -0.1719 0.2243 -0.57
C 5.8867 4.9853 3.7579 0.1776 0.1298 -0.3782 0.42
O 5.6497 3.8888 4.5252 0.0185 0.2377 -0.0972 -0.38
C 4.2852 3.4647 4.3538 -0.1798 -0.2608 0.0949 -0.17
C 3.5446 4.6859 3.8588 -0.3818 0.2449 -0.2214 -0.49
C 4.6120 5.4101 3.0514 -0.3216 -0.1195 0.4829 -0.29
H 4.2633 2.6457 3.6309 0.0039 0.0213 -0.0021 0.08
H 3.8943 3.1065 5.3038 0.2117 -0.0620 0.0265 0.32
H 2.6504 4.4408 3.2879 0.0235 -0.1251 0.0647 0.28
H 3.2438 5.3053 4.7063 0.0075 -0.0346 -0.0085 0.31
H 4.6482 5.0624 2.0172 0.0797 0.0780 -0.0131 0.18
H 4.4878 6.4894 3.0857 0.2372 0.0058 -0.2049 0.30
O 3.0959 4.4766 -4.7885 2.0152 2.4334 -1.5218 -0.35
C 3.5622 5.5993 -4.7708 -0.4513 0.0922 -0.2927 0.29
O 4.3135 6.0487 -3.7662 -0.0128 -0.2826 -0.0757 -0.30
C 4.6255 7.4463 -3.9736 0.2102 0.4970 -0.0028 -0.47
C 4.4613 7.6638 -5.4656 -0.0137 0.0868 -0.1879 -0.54
C 3.3534 6.6748 -5.8095 0.4023 0.1823 -0.0029 -0.42
H 3.9312 8.0465 -3.3836 -0.0419 -0.1045 0.0162 0.28
H 5.6384 7.6472 -3.6339 -0.0408 -0.2394 0.1477 0.33
H 4.2320 8.6943 -5.7280 -0.0169 -0.0120 0.0867 0.34
H 5.3787 7.3819 -5.9854 -0.0103 0.0294 0.0320 0.28
H 2.3602 7.1086 -5.6766 -0.0400 -0.1059 -0.0572 0.30
H 3.4612 6.2735 -6.8142 -0.2906 -0.1183 0.0469 0.33
O -4.6369 -0.6156 0.6363 0.1971 0.2094 0.2380 -0.68
C -3.7054 -1.3697 0.6838 -0.2894 0.0128 -0.4304 0.49
O -2.5176 -1.0444 1.2521 -0.0904 -0.0051 0.0123 -0.33
C -1.5766 -2.1177 1.0503 0.1466 -0.1701 -0.1534 0.39
C -2.4276 -3.3502 0.8016 0.1111 -0.1486 -0.0185 -0.51
C -3.6453 -2.7648 0.1050 0.3251 -0.1863 0.3748 -0.13
H -0.9421 -1.8689 0.1936 -0.0159 0.0599 0.0130 -0.33
H -0.9498 -2.2229 1.9334 -0.0783 0.1564 0.0410 0.01
H -1.9144 -4.1166 0.2232 0.0407 0.0379 0.0354 0.51
H -2.7263 -3.7917 1.7497 0.0311 -0.0173 -0.0526 0.24
H -3.5051 -2.6926 -0.9758 -0.1423 0.0672 -0.0074 0.30
H -4.5488 -3.3221 0.3357 -0.0816 0.1158 -0.1755 -0.09
O 0.6360 -5.0774 5.0700 0.1837 0.2808 -0.1752 -0.59
C 0.2812 -4.1921 5.7897 -0.0202 -0.5599 0.1058 0.49
O 0.9645 -3.0230 5.9261 -0.1323 -0.0016 -0.0794 -0.36
C 0.3414 -2.2150 6.9415 -0.0607 0.2111 0.1546 -0.36
C -1.0874 -2.7219 7.0362 -0.2243 -0.0235 0.1188 -0.53
C -0.9280 -4.1991 6.7005 -0.1580 0.5825 -0.0475 -0.34
H 0.8924 -2.3464 7.8754 0.0037 -0.0262 -0.0263 0.28
H 0.3870 -1.1668 6.6501 0.1760 -0.0654 -0.1035 0.33
H -1.5459 -2.5360 8.0061 0.0785 0.0342 0.0003 0.34
H -1.7034 -2.2377 6.2754 0.0270 0.0200 0.0305 0.24
H -0.7007 -4.7972 7.5843 -0.0144 -0.0977 -0.0783 0.26
H -1.7994 -4.5959 6.1863 0.1421 -0.2824 0.0361 0.27
O -4.2603 -5.4754 1.8044 -0.0898 -0.2376 0.2592 -0.48
C -5.3263 -6.0177 1.8966 0.1315 0.0898 -0.3651 0.43
O -5.5296 -7.1346 2.6293 0.0567 0.1837 -0.0280 -0.37
C -6.8795 -7.5990 2.4491 -0.2794 -0.1497 0.0385 -0.44
C -7.6601 -6.3817 1.9857 -0.2084 0.1149 -0.1106 -0.60
C -6.6085 -5.6082 1.2009 -0.3473 -0.0959 0.4207 -0.28
H -6.8747 -8.3987 1.7052 0.0426 0.0269 -0.0025 0.26
H -7.2547 -7.9967 3.3896 0.2294 -0.0294 0.0398 0.32
H -8.5473 -6.6337 1.4073 0.0422 -0.0697 0.0171 0.34
H -7.9785 -5.7945 2.8492 0.0013 -0.0411 -0.0097 0.28
H -6.5613 -5.9251 0.1575 0.0743 0.0931 -0.0131 0.29
H -6.7614 -4.5334 1.2659 0.2031 0.0165 -0.2139 0.24
```
Positions in Å, forces in eV/Å.

Summary:
**Total charge**: +1
**Frontier orbital gap**: 6.440 eV

Record 2
A 2-piece molecular cluster, C29H27N3O5 overall at a distorted geometry, computed with ωB97M-V/def2-TZVPD.

XYZ file:
```
64
Properties=species:S:1:pos:R:3:forces:R:3:mulliken_charge:R:1
O -3.8929 2.8228 1.0445 0.2659 -0.1126 0.3503 -0.65
O -2.9342 -0.1608 4.5809 0.2040 0.1085 -0.4420 -0.69
N 0.2926 -2.4352 -2.5370 1.7661 -0.4835 0.3143 -0.61
O -3.4673 -2.6078 1.4886 0.0837 0.0897 0.0342 -0.58
O 0.9209 -3.3364 -0.5779 0.8786 -0.2105 0.1008 -0.48
O 6.5574 -2.6388 -5.2880 -0.0988 -0.4180 0.5273 -0.57
C -3.4965 3.5289 1.9599 -1.1488 0.0718 -1.8108 0.83
C -2.6793 1.0367 4.5347 -0.4129 -0.9245 -0.6511 -0.03
C 1.2873 -2.9760 -1.8612 -1.1901 0.8820 -1.4559 0.56
C 0.2227 2.6391 -1.1976 -0.2108 -0.1834 0.8678 -0.72
C 0.2987 3.6061 -0.1795 -0.2990 -0.8981 0.1690 -0.73
C -0.1987 1.3328 -0.8958 0.0074 0.6141 0.7080 -0.33
C -2.0610 -1.9234 -1.8321 -0.4754 -0.0985 0.5603 -0.58
C -2.9661 -2.0023 -0.7635 0.3327 0.0941 -0.6942 -0.55
C -1.2680 -3.0437 0.6161 0.5826 -0.2465 0.1810 -1.06
C -0.0450 3.2656 1.1411 -0.0902 -0.7459 -0.9326 -0.14
C -0.5488 0.9942 0.4231 0.3409 1.0007 -0.3767 0.21
C 4.7232 -4.5132 -1.9864 0.7688 0.3858 -0.9209 -0.77
C 3.2905 -1.0087 -5.3540 -0.5746 -0.6407 1.1389 -0.99
C 4.5928 -1.3684 -5.6878 0.4921 -0.6315 0.4270 -0.61
C 3.4166 -4.1855 -1.6366 -0.9607 0.7567 -0.3198 -0.80
C -0.7654 -2.4109 -1.6589 -0.6689 0.2664 -0.1820 0.46
C -2.5726 -2.5591 0.4587 0.9930 -0.1596 0.0366 0.72
C -0.3762 -2.9620 -0.4577 -1.1765 0.2842 0.2580 0.66
C -0.4717 1.9585 1.4461 -0.0488 0.1857 -0.2839 0.00
C 5.3247 -3.8969 -3.0766 -0.0031 -0.8888 1.0737 -0.85
C 2.6566 -1.6070 -4.2646 -0.1044 0.9658 -1.0189 -0.78
C 5.2698 -2.3242 -4.9318 -0.4264 1.5801 -1.6545 1.01
C 2.6703 -3.2318 -2.3574 0.4825 -1.2681 1.5071 0.50
C 4.6318 -2.9391 -3.8320 0.3094 -0.4335 0.3054 0.52
C 3.2929 -2.5930 -3.4784 -0.4182 0.5675 -0.3954 0.61
N -2.6999 1.7267 5.6849 0.3109 1.1358 0.8340 -0.09
N -2.8080 3.0721 3.0063 0.5924 -0.9546 1.3577 0.09
C -3.7942 5.0103 1.9528 0.0633 -0.1016 0.0096 -1.31
C -2.3186 3.1135 5.9536 -0.2397 -0.4206 -0.1962 -0.93
C -0.8546 1.5857 2.8670 0.3314 -0.1986 -0.1620 -1.02
C -2.3601 1.6794 3.1664 0.1634 0.5117 -0.1032 0.18
H -3.0058 -2.7007 2.3384 -0.1656 0.0409 -0.3898 0.29
H 6.8210 -2.1354 -6.0730 -0.2959 -0.1272 0.3429 0.30
H 0.4888 2.8984 -2.2124 0.0166 0.0209 -0.0363 0.41
H 0.6215 4.6100 -0.4136 0.0291 0.0685 -0.0013 0.37
H -0.2583 0.5872 -1.6767 0.0022 -0.0428 -0.0150 0.36
H -2.3481 -1.4872 -2.7830 -0.0393 -0.0374 0.1321 0.43
H -3.9773 -1.6233 -0.8697 0.1348 -0.0281 0.0455 0.41
H -0.9386 -3.4787 1.5524 -0.1183 0.0051 0.0687 0.36
H 0.0159 4.0104 1.9199 0.0258 0.0759 0.1476 0.42
H -0.8808 -0.0093 0.6465 -0.0493 -0.1439 0.0515 0.26
H 5.2735 -5.2505 -1.4098 -0.0975 0.0960 -0.0827 0.39
H 2.7626 -0.2595 -5.9376 0.0800 -0.1175 0.1147 0.40
H 5.0731 -0.8958 -6.5375 0.1255 -0.0669 0.0155 0.25
H 2.9768 -4.6956 -0.7839 -0.1054 0.2061 -0.1463 0.45
H 6.3437 -4.1693 -3.3356 -0.1591 0.1457 -0.0792 0.44
H 1.6520 -1.2642 -4.0597 0.0362 -0.3360 0.2551 0.44
H -2.9665 1.1643 6.4798 0.0473 -0.0399 -0.1510 0.31
H -2.5452 3.7322 3.7150 0.0820 0.0593 -0.1476 0.22
H -4.3851 5.2664 2.8297 0.0146 0.1980 0.1038 0.34
H -4.3588 5.2470 1.0520 0.0789 -0.0730 0.1289 0.34
H -2.8597 5.5676 1.9491 0.0245 0.1874 0.0998 0.32
H -1.4065 3.3708 5.4126 0.0065 0.0720 0.1024 0.31
H -2.1290 3.2370 7.0220 0.0042 -0.0862 -0.1932 0.35
H -3.1292 3.7868 5.6686 0.0868 0.1761 0.1055 0.29
H -0.5294 0.5597 3.0470 -0.0517 -0.0488 0.1206 0.48
H -0.3082 2.2225 3.5640 0.0698 0.0667 0.0951 0.25
H -2.8723 1.0613 2.4256 -0.2043 0.2476 0.1519 0.34
```
Positions in Å, forces in eV/Å.

Summary:
**Energy relative to the best compared isomer or geometry (same formula, charge and spin)**: 0.0 kcal/mol
**SMILES string**: Oc1ccc2nc(-c3cccc4c(O)cccc34)oc2c1.CNC(=O)[C@H](Cc1ccccc1)NC(C)=O
**Frontier orbital gap**: 7.517 eV

Record 3
A 2-piece molecular cluster, ClH4NSi overall at a distorted geometry, computed with ωB97M-V/def2-TZVPD.

XYZ file:
```
7
Properties=species:S:1:pos:R:3:forces:R:3:mulliken_charge:R:1
N -0.6374 0.5770 -0.1398 3.5543 -0.3229 -2.4485 -0.64
Si 2.1368 -2.0802 -0.2870 0.5251 0.4078 0.4932 0.30
Cl 3.8580 -1.8495 0.9662 -0.5565 -0.0335 -0.3607 -0.25
H -1.5947 0.5001 -0.1365 -2.6600 -0.1970 -0.4784 0.21
H -0.4080 1.3978 0.3347 0.3378 1.4702 1.4422 0.21
H -0.2363 0.8147 -1.1018 -1.2778 -0.9223 1.5058 0.23
H 2.6205 -3.3990 -0.8015 0.0771 -0.4024 -0.1536 -0.07
```
Positions in Å, forces in eV/Å.

Summary:
**Energy relative to the best compared isomer or geometry (same formula, charge and spin)**: 59.3 kcal/mol
**Frontier orbital gap**: 8.023 eV